23
Properties=species:S:1:pos:R:3:forces:R:3:mulliken_charge:R:1 method="wB97M-V/def2-TZVPD" homo_ev=-12.9 largest_force_ev_per_a=4.5 total_charge=+1 e_above_lowest_kj_mol=216.6 smiles=C[C@H](N)C[NH2+]CCS
C 0.9558 1.1831 2.5869 -1.508 3.525 0.878 -1.3679
C 0.3781 0.8487 1.2306 1.615 1.636 -1.073 0.5156
N -0.4888 1.9514 0.5762 1.393 -3.564 -0.258 -0.5992
C -0.3191 -0.5533 1.1797 -0.410 0.892 -0.101 -0.9603
N -0.6659 -0.6839 -0.2548 -2.601 2.168 -0.283 -0.1892
C 0.1147 -1.6027 -1.0227 1.849 -2.617 -3.214 -0.4927
C -0.0672 -1.3464 -2.5533 -1.498 -1.809 -1.450 -0.5881
S -0.9605 0.1971 -2.9405 0.440 0.000 -0.334 -0.2680
H 0.2759 1.9681 3.1342 0.640 -2.016 -0.617 0.3026
H 1.1125 0.3069 3.1458 0.250 -0.907 1.074 0.3938
H 1.8569 1.8190 2.5881 0.036 -0.760 -0.569 0.3452
H 1.3270 0.8984 0.5253 -1.921 -0.923 0.944 0.2492
H 0.0044 2.8064 0.5093 0.644 0.769 -0.144 0.2180
H -1.3483 2.0975 1.0264 -1.256 0.228 0.961 0.1999
H 0.3022 -1.4021 1.4737 0.201 0.413 0.062 0.4078
H -1.2869 -0.6647 1.7179 0.849 0.607 0.133 0.3464
H -1.7582 -0.9020 -0.3445 3.050 0.614 -0.102 0.4199
H -0.5105 0.4589 -0.6170 -0.974 -2.587 0.481 0.5092
H -0.1757 -2.7108 -0.9780 0.155 1.743 1.032 0.2978
H 1.2409 -1.5895 -0.9340 -1.337 0.602 1.131 0.3307
H -0.7086 -2.2128 -2.9651 0.791 1.411 0.600 0.3018
H 0.8507 -1.4472 -3.1679 -0.345 0.412 0.805 0.4289
H -0.1293 0.5802 -3.9161 -0.061 0.162 0.041 0.1987